Below is a structure of composition C12H18CeCl2N2 at a distorted geometry, with properties calculated with ωB97M-V/def2-TZVPD.

Results
lowest unoccupied orbital energy (spin up / spin down)	0.0 / 0.0	eV
F_max	4.131	eV/A
spin multiplicity	1
orbital gap (spin up / spin down)	7.305 / 7.305	eV

XYZ file:
```
35
Properties=species:S:1:pos:R:3:lowdin_charge:R:1
Ce -1.126 -0.156 0.515 0.212
Cl -2.524 0.682 -1.466 0.063
Cl 0.409 -0.461 2.564 0.094
C -2.764 -0.295 1.736 -0.356
H -2.781 -0.792 2.726 -0.021
H -3.736 -0.615 1.306 -0.019
C 0.835 -2.236 -0.412 -0.113
C -0.430 -2.349 -0.059 -0.341
H 1.546 -1.811 0.344 0.107
C -1.529 -2.559 -1.086 -0.211
H -0.821 -2.294 1.028 0.088
C -1.046 -3.544 -2.184 -0.157
H -2.463 -2.915 -0.630 0.133
H -1.665 -1.577 -1.587 0.025
C 0.293 -3.039 -2.797 -0.190
H -0.891 -4.548 -1.736 0.125
H -1.809 -3.574 -2.966 0.112
C 1.378 -2.647 -1.783 -0.158
H 0.701 -3.818 -3.446 0.106
H 0.092 -2.148 -3.403 0.114
H 2.114 -3.490 -1.698 0.129
H 1.918 -1.731 -2.142 0.124
N 2.367 5.929 1.023 0.118
C 1.735 4.759 0.797 -0.326
C 0.345 4.717 0.532 -0.010
C -0.272 3.484 0.340 -0.119
N 0.380 2.296 0.415 -0.040
C 1.723 2.350 0.631 -0.140
C 2.423 3.528 0.819 -0.018
H 1.875 6.813 1.019 0.109
H 3.362 5.965 1.225 0.111
H -0.233 5.638 0.485 0.110
H -1.346 3.437 0.118 0.115
H 2.245 1.381 0.670 0.108
H 3.507 3.511 0.996 0.114
```